No. 1
{"formula": "C43H37LaOP2", "method": "ωB97M-V/def2-TZVPD", "homo_lumo_gap_ev": 7.078, "total_charge": 2, "lumo_ha": -0.226, "symbols": ["La", "P", "C", "O", "P", "C", "C", "C", "C", "C", "C", "C", "C", "C", "C", "C", "H", "H", "H", "H", "H", "C", "C", "C", "C", "C", "H", "H", "H", "H", "H", "C", "C", "C", "C", "C", "H", "H", "H", "H", "H", "C", "C", "C", "C", "C", "H", "H", "H", "H", "H", "C", "C", "C", "C", "C", "H", "H", "H", "H", "H", "C", "C", "C", "C", "C", "H", "H", "H", "H", "H", "H", "H", "C", "C", "C", "C", "C", "C", "H", "H", "H", "H", "H"], "coordinates": [[-0.895267, 0.904522, -0.571233], [-1.548856, -2.098538, -0.235591], [0.404673, -0.295980, 1.011513], [0.977874, -0.903751, 1.843669], [2.176882, 1.369515, -0.414046], [-2.073948, -2.806075, 1.366240], [-1.130698, -3.604100, -1.214897], [-3.115701, -1.384912, -0.944856], [1.706508, 3.141234, -0.668069], [3.355672, 1.363673, 1.002919], [3.182221, 0.944069, -1.873799], [-3.365118, -2.617432, 1.895489], [-3.665770, -3.060332, 3.186099], [-2.711193, -3.747697, 3.947544], [-1.433934, -3.965447, 3.409083], [-1.115240, -3.503723, 2.128819], [-4.133592, -2.138615, 1.287727], [-4.665013, -2.892751, 3.589182], [-2.969560, -4.135158, 4.941345], [-0.691859, -4.520446, 3.987017], [-0.123982, -3.693195, 1.710955], [-3.613696, -0.153351, -0.433207], [-4.687544, 0.458678, -1.091547], [-5.396259, -0.211279, -2.084267], [-4.933074, -1.445844, -2.536218], [-3.775887, -2.021345, -2.008522], [-3.232686, 0.250051, 0.531039], [-4.986875, 1.453129, -0.786306], [-6.316787, 0.209925, -2.488922], [-5.482722, -1.983164, -3.299996], [-3.392534, -2.974138, -2.392444], [-1.679588, -4.882062, -0.973508], [-1.305544, -5.971694, -1.773753], [-0.374776, -5.818706, -2.806762], [0.178662, -4.549057, -3.035059], [-0.185366, -3.455236, -2.251841], [-2.401565, -5.041665, -0.166215], [-1.742693, -6.958133, -1.596457], [-0.085251, -6.668092, -3.438608], [0.898267, -4.416375, -3.837596], [0.255862, -2.472109, -2.431917], [4.702282, 0.961460, 0.879147], [5.546007, 0.954095, 1.996882], [5.068791, 1.361195, 3.250951], [3.726593, 1.752781, 3.380522], [2.875754, 1.742096, 2.271559], [5.101440, 0.687503, -0.098361], [6.589511, 0.655708, 1.888249], [5.737575, 1.395778, 4.121136], [3.347080, 2.094557, 4.346718], [1.830908, 2.047959, 2.377521], [0.540957, 3.447560, -1.419442], [0.004593, 4.741182, -1.313048], [0.764313, 5.785872, -0.781482], [2.022421, 5.507775, -0.242493], [2.489587, 4.191137, -0.152774], [0.177649, 2.716576, -2.176564], [-0.994915, 4.949993, -1.687350], [0.398668, 6.819700, -0.822799], [2.652761, 6.327068, 0.103413], [3.478495, 3.989168, 0.279973], [3.710105, 1.934042, -2.722363], [4.459240, 1.561180, -3.845099], [4.664467, 0.208324, -4.153150], [4.078389, -0.771727, -3.334091], [3.340949, -0.415664, -2.207202], [3.530608, 2.993244, -2.515252], [4.889911, 2.334224, -4.490014], [5.266511, -0.078076, -5.025697], [4.216272, -1.819951, -3.583736], [2.880930, -1.183089, -1.585317], [-2.090330, 2.064667, -2.989362], [-1.652395, 1.581131, -3.403690], [-2.400797, 2.756440, 3.803073], [-1.443375, 3.420870, 3.033723], [-0.672434, 2.708721, 2.082612], [-0.856630, 1.330188, 1.920239], [-1.779099, 0.663064, 2.721155], [-2.591247, 1.384871, 3.627077], [-2.992914, 3.304350, 4.542469], [-1.303198, 4.498809, 3.153740], [0.055461, 3.252260, 1.462394], [-1.908607, -0.421855, 2.633898], [-3.366332, 0.860419, 4.189832]], "forces_ev_per_angstrom": [[0.4, 0.0, 0.7], [-1.1, -1.1, -0.3], [2.4, -2.6, 3.7], [-1.9, 2.0, -2.9], [0.9, 0.7, -0.3], [-0.1, 0.0, 0.6], [0.3, 0.0, -0.4], [0.0, -0.4, 0.2], [0.8, 0.2, -0.6], [0.1, -0.1, 0.4], [-0.2, 0.0, -0.6], [0.4, 0.0, 0.0], [0.1, -0.2, 0.0], [0.1, 0.1, -0.3], [-0.2, -0.1, -0.1], [-0.2, 0.2, 0.1], [0.2, -0.1, 0.3], [0.3, -0.1, -0.1], [0.2, 0.3, -0.5], [-0.2, 0.2, -0.2], [-0.2, 0.1, 0.2], [0.3, -0.5, -0.7], [-0.1, 0.1, 0.5], [0.3, -0.1, -0.1], [0.0, -0.2, 0.1], [0.1, 0.4, 0.1], [-0.3, -0.1, -0.5], [-0.3, -0.1, 0.2], [0.4, 0.0, 0.0], [0.0, 0.1, 0.0], [-0.2, 0.4, 0.2], [0.0, 0.1, -0.1], [0.1, 0.1, 0.0], [-0.1, 0.6, 0.1], [-0.1, -0.2, 0.0], [-0.4, -0.2, 0.3], [0.3, 0.1, -0.3], [0.1, 0.4, 0.0], [-0.2, 0.4, 0.4], [-0.1, 0.0, 0.1], [0.0, -0.3, 0.0], [-0.3, 0.2, 0.0], [-0.3, 0.2, 0.2], [-0.3, 0.0, -0.3], [0.1, 0.1, -0.2], [0.2, 0.0, -0.1], [-0.1, 0.0, 0.3], [-0.3, 0.1, 0.0], [-0.3, -0.1, -0.5], [0.1, -0.2, -0.3], [0.4, -0.1, 0.1], [0.4, 0.1, 1.0], [0.0, 0.0, -0.7], [0.0, -0.2, 0.3], [0.1, -0.1, -0.2], [-0.5, 0.0, 0.1], [-0.1, 0.5, 0.5], [0.3, 0.1, -0.3], [0.1, -0.6, 0.1], [-0.2, -0.2, -0.1], [-0.6, 0.0, 0.0], [0.1, -0.3, 0.0], [0.1, -0.1, -0.1], [-0.3, 0.2, 0.4], [0.3, 0.2, -0.2], [0.1, 0.4, -0.1], [0.2, -0.4, 0.0], [-0.2, -0.3, 0.3], [-0.4, 0.1, 0.5], [0.0, 0.1, 0.1], [0.2, 0.1, -0.1], [0.4, -0.5, -0.5], [-0.5, 0.5, 0.4], [0.1, -0.1, -0.2], [0.4, -0.1, -0.3], [-0.7, 0.6, 0.3], [0.0, 0.2, -0.7], [-0.9, 0.3, 0.5], [0.5, -0.5, -0.2], [0.2, -0.2, -0.4], [0.0, -0.4, 0.0], [-0.3, -0.1, 0.3], [0.0, 0.3, 0.1], [0.3, 0.1, -0.1]]}



No. 2
{"formula": "CHIN2O2S", "method": "ωB97M-V/def2-TZVPD", "homo_lumo_gap_ev": 8.038, "relative_energy_kj_mol": 402.09, "lumo_ha": -0.040, "symbols": ["C", "N", "N", "O", "O", "S", "I", "H"], "coordinates": [[1.019799, 1.262339, -0.574536], [-0.761071, 2.819104, 0.879536], [0.151695, 0.332582, -0.355371], [-3.005881, 2.314494, -0.443652], [-1.170526, 0.608969, -0.614861], [-1.675622, 2.138638, 0.020671], [2.954052, 0.671283, -0.038924], [0.250588, -0.589468, 0.076840]], "forces_ev_per_angstrom": [[0.2, -0.1, -0.5], [-0.1, 0.1, 0.2], [1.3, 0.2, 0.5], [-0.4, -0.6, -0.7], [-1.9, 1.1, -0.1], [1.2, -0.8, 0.7], [-0.1, -0.2, 0.0], [-0.2, 0.3, 0.0]]}



No. 3
{"formula": "C4H3NO", "method": "ωB97M-V/def2-TZVPD", "homo_lumo_gap_ev": 11.571, "relative_energy_kj_mol": 151.15, "lumo_ha": 0.018, "symbols": ["C", "C", "C", "O", "C", "N", "H", "H", "H"], "coordinates": [[2.015449, 0.100475, -0.180088], [0.830777, 0.070963, -0.391152], [-0.634147, -0.094671, -0.408560], [-1.364509, 1.096588, -0.526055], [-0.929384, -0.854275, 0.838556], [-1.055450, -1.459253, 1.815271], [3.060326, 0.099994, 0.038196], [-0.939267, -0.713373, -1.259080], [-0.983792, 1.753555, 0.072916]], "forces_ev_per_angstrom": [[-0.6, 0.0, -0.1], [0.7, 0.0, 0.2], [0.1, -0.2, -0.1], [0.1, 0.2, 0.2], [-0.2, -0.6, 0.9], [0.0, 0.6, -0.9], [-0.1, 0.1, -0.1], [0.1, 0.0, 0.1], [-0.1, -0.1, -0.1]]}



No. 4
{"formula": "C4H3N3O", "method": "ωB97M-V/def2-TZVPD", "homo_lumo_gap_ev": 8.879, "relative_energy_kj_mol": 500.27, "lumo_ha": -0.049, "symbols": ["O", "C", "C", "C", "N", "C", "N", "N", "H", "H", "H"], "coordinates": [[2.174403, -0.404554, -0.975172], [1.313920, -0.049923, -0.033874], [0.512669, 1.274749, 0.391283], [-0.797627, 0.991757, 0.015426], [-1.316711, -0.014259, -0.676562], [-0.803901, -1.235063, -0.477970], [-0.149032, -1.722117, 0.675100], [0.759900, -0.794568, 0.987216], [0.963641, 2.002518, 1.255459], [-1.390036, 1.865447, -0.166865], [-1.267228, -1.913983, -0.994040]], "forces_ev_per_angstrom": [[-5.1, 2.2, 5.5], [3.6, 0.3, -3.1], [1.7, -2.4, 1.2], [0.8, 3.3, -0.9], [2.3, -2.3, 0.3], [0.0, 2.2, 3.4], [1.0, 4.4, -1.7], [0.4, -2.7, -0.2], [-1.5, -1.5, -2.8], [-0.8, 0.7, 1.2], [-2.3, -4.1, -3.0]]}



No. 5
{"formula": "C8H17BNO2", "method": "ωB97M-V/def2-TZVPD", "homo_lumo_gap_ev": 10.352, "total_charge": 1, "relative_energy_kj_mol": 0.00, "lumo_ha": -0.147, "symbols": ["C", "C", "O", "B", "O", "C", "N", "C", "C", "C", "C", "C", "H", "H", "H", "H", "H", "H", "H", "H", "H", "H", "H", "H", "H", "H", "H", "H", "H"], "coordinates": [[-4.803935, -0.135101, 0.063385], [-3.492784, -0.711236, 0.540299], [-2.698274, -1.012588, -0.659759], [-1.455116, -1.375866, -0.319349], [-1.221825, -2.480628, 0.450806], [-0.177077, -0.499927, -0.691566], [0.619833, -0.530865, -1.695911], [1.750213, 0.424372, -1.554427], [1.851614, 0.396845, -0.028859], [2.711662, 1.438112, 0.655211], [4.089108, 0.867940, 0.985458], [0.302236, 0.558641, 0.241702], [-4.652023, 0.874241, -0.295740], [-5.114634, -0.732917, -0.782833], [-5.549968, -0.157730, 0.844388], [-3.656671, -1.622301, 1.097147], [-2.987171, 0.029890, 1.154436], [-0.527208, -3.032645, 0.052971], [0.500040, -1.179121, -2.465190], [1.548573, 1.387838, -1.993506], [2.622631, -0.092994, -1.939864], [2.056815, -0.613272, 0.306585], [2.229814, 1.656800, 1.601441], [2.753455, 2.366514, 0.096844], [4.699255, 1.633868, 1.443712], [4.579404, 0.445865, 0.117095], [3.975812, 0.092678, 1.732122], [-0.034151, 0.485872, 1.263156], [0.080370, 1.517715, -0.219754]], "forces_ev_per_angstrom": [[0.5, -0.2, -0.3], [-1.0, 0.1, -0.4], [0.4, 1.2, 0.7], [-0.2, -1.0, -0.3], [0.4, -0.2, -0.6], [-0.7, 0.5, -0.1], [-0.3, 0.0, -0.4], [1.2, -2.3, 0.7], [-1.7, 1.3, 0.3], [0.1, -0.7, 0.4], [-0.3, 0.4, 0.1], [1.2, -0.3, -0.4], [-0.1, 0.3, 0.0], [-0.4, -0.2, -0.1], [-0.2, 0.1, 0.2], [0.2, -0.3, 0.2], [0.4, -0.1, 0.1], [0.0, 0.1, 0.7], [0.1, 0.2, -0.1], [-0.1, 0.3, -0.2], [0.1, 0.5, -0.7], [0.7, -0.2, 0.0], [-0.1, 0.3, 0.2], [0.0, 0.1, -0.2], [0.3, 0.1, -0.1], [0.3, 0.0, -0.2], [0.0, -0.3, 0.1], [-0.1, 0.0, 0.2], [-0.6, 0.4, 0.3]]}



No. 6
{"formula": "C2HClN2O", "method": "ωB97M-V/def2-TZVPD", "homo_lumo_gap_ev": 11.090, "relative_energy_kj_mol": 343.43, "lumo_ha": -0.008, "symbols": ["N", "C", "C", "N", "O", "Cl", "H"], "coordinates": [[-1.439455, -2.650003, -0.382564], [-1.254790, -1.534373, -0.301040], [-0.970912, -0.215400, -0.261868], [-0.540478, 0.828489, -0.059736], [-0.180509, 1.908316, 0.104786], [2.758093, 0.587836, 0.791939], [1.628052, 1.075136, 0.108480]], "forces_ev_per_angstrom": [[-0.5, -2.2, -0.1], [0.2, 0.8, -0.1], [0.0, 0.0, 0.0], [-1.5, -2.4, -0.4], [1.4, 3.6, 0.5], [-2.2, 0.9, -1.4], [2.6, -0.7, 1.5]]}